Formula: C19H30BN10O8P2Ru
Source: OMol25
Level of theory: ωB97M-V with the def2-TZVPD basis set

Atoms and positions in Å:
Ru: 1.523 -0.953 -1.338
C: -2.486 -2.896 -0.294
C: -1.619 -2.178 -1.119
N: -0.441 -2.034 -0.530
N: -0.510 -2.652 0.663
C: -1.734 -3.178 0.829
B: 0.757 -2.789 1.509
N: 1.263 -1.378 1.898
C: 1.256 -0.765 3.088
C: 1.776 0.507 2.932
C: 2.086 0.589 1.576
N: 1.774 -0.553 0.965
N: 1.816 -3.513 0.647
C: 2.413 -4.690 0.891
C: 3.169 -5.040 -0.211
C: 2.960 -3.997 -1.116
N: 2.154 -3.086 -0.587
H: -3.507 -3.168 -0.483
H: -1.774 -1.770 -2.105
H: -1.976 -3.712 1.731
H: 0.542 -3.418 2.501
H: 0.886 -1.280 3.958
H: 1.918 1.254 3.692
H: 2.492 1.406 1.001
H: 2.244 -5.196 1.826
H: 3.761 -5.927 -0.347
H: 3.337 -3.851 -2.116
O: 4.082 0.894 -3.933
P: 2.545 1.273 -3.615
O: 2.216 2.629 -4.057
O: 2.341 0.882 -2.148
O: 1.692 0.186 -4.444
P: 1.669 -1.429 -4.397
O: 3.158 -1.812 -3.858
O: 1.363 -1.994 -5.704
O: 0.818 -1.749 -3.151
H: 4.444 1.518 -4.571
H: 3.814 -1.758 -4.564
N: 4.710 -1.447 0.094
N: 3.931 -0.837 -0.962
H: 4.551 -2.450 0.014
H: 4.232 -1.191 0.956
H: 4.366 -1.111 -1.841
H: 4.100 0.165 -0.915
C: -3.516 5.047 1.202
C: -2.462 4.068 1.693
N: -3.013 2.803 2.156
C: -3.769 2.806 3.407
C: -5.265 2.637 3.194
C: -2.805 1.599 1.567
O: -3.184 0.551 2.069
C: -2.102 1.571 0.239
C: -2.638 2.138 -0.912
C: -1.957 1.987 -2.107
C: -0.759 1.289 -2.110
N: -0.246 0.737 -1.013
C: -0.920 0.860 0.129
H: -3.043 5.963 0.849
H: -4.210 5.317 1.999
H: -4.098 4.625 0.382
H: -1.908 4.513 2.527
H: -1.730 3.866 0.913
H: -3.552 3.749 3.911
H: -3.390 1.997 4.034
H: -5.669 3.438 2.575
H: -5.787 2.651 4.151
H: -5.470 1.684 2.710
H: -3.576 2.675 -0.872
H: -2.335 2.401 -3.030
H: -0.195 1.170 -3.025
H: -0.513 0.358 0.997

The calculation puts the total energy at -2694.28593 Ha. For the energy relative to the best compared isomer or geometry (same formula, charge and spin), the calculation gives 1.59 kcal/mol. As for the total charge: 0. As for the spin multiplicity: 6. As for the LUMO energy (alpha / beta): 0.30 / -1.28 eV. For the largest force on an atom, the calculation gives 0.72 eV/Å. The HOMO-LUMO gap (alpha / beta) is 9.14 / 8.08 eV.